## w
One molecule with the formula C18H19N5O2, computed with ωB97M-V with the def2-TZVPD basis set.

Total charge: 0
Frontier orbital gap (eV): 9.03
E_HOMO (eV): -8.254
LUMO (eV): 0.8
Structure (SMILES): Cc1ccc(-c2nnn(CC(=O)Nc3cccc4c3CCCC4)n2)o1

Geometry (Å):
C  -2.7944  3.4946  -3.1734
C  -1.8628  2.3378  -3.1300
C  -0.8577  1.9534  -3.9752
C  -0.3135  0.7704  -3.4362
C  -1.0295  0.5144  -2.2942
C  -0.8663  -0.5296  -1.3337
N  -1.5699  -0.6764  -0.2134
N  -0.9936  -1.7162  0.3457
N  -0.0153  -2.2071  -0.3744
N  0.0875  -1.4838  -1.4295
C  -1.3683  -2.2552  1.6097
H  -0.6816  -3.0780  1.8262
H  -2.3856  -2.6582  1.5540
C  -1.3794  -1.2877  2.8036
O  -2.0305  -1.5791  3.7840
N  -0.6694  -0.1433  2.7535
C  0.1543  0.4063  1.7376
C  -0.2227  1.6178  1.1645
C  0.5410  2.1747  0.1582
C  1.6790  1.5238  -0.2893
C  2.0736  0.3321  0.2935
C  1.3255  -0.2251  1.3329
C  1.8851  -1.4582  1.9722
C  3.3626  -1.1943  2.2835
C  4.1644  -0.8581  1.0173
C  3.2648  -0.4484  -0.1603
H  3.8410  0.1179  -0.8925
H  2.8910  -1.3496  -0.6558
H  4.7619  -1.7180  0.7109
H  4.8558  -0.0434  1.2380
H  3.4140  -0.3581  2.9842
H  3.7910  -2.0657  2.7801
H  1.8055  -2.3054  1.2852
H  1.3500  -1.7009  2.8920
H  2.2596  1.9427  -1.0978
H  0.2394  3.1090  -0.2907
H  -1.1305  2.0974  1.4974
H  -0.8616  0.4709  3.5369
O  -1.9694  1.4677  -2.1099
H  0.4913  0.1782  -3.8185
H  -0.5484  2.4554  -4.8691
H  -2.5342  4.1465  -4.0015
H  -2.7438  4.0558  -2.2416
H  -3.8205  3.1504  -3.2992



## x
One molecule with the formula C18H19N5O2, computed with ωB97M-V with the def2-TZVPD basis set.

Total charge: 0
Frontier orbital gap (eV): 9.04
E_HOMO (eV): -8.698
LUMO (eV): 0.3
Structure (SMILES): Cc1cc(C)c(NC(=O)COc2ccc(-n3cnnn3)cc2)c(C)c1

Geometry (Å):
C  -6.8143  -1.4687  0.2413
C  -5.3975  -0.9824  0.2062
C  -5.0444  0.2308  0.7744
C  -3.7408  0.7080  0.7371
C  -2.7743  -0.0591  0.0872
C  -3.1009  -1.2936  -0.4820
C  -4.4097  -1.7382  -0.4118
H  -4.6685  -2.6898  -0.8540
C  -2.0452  -2.1154  -1.1613
H  -2.4929  -2.9702  -1.6610
H  -1.5111  -1.5209  -1.9016
H  -1.3186  -2.4886  -0.4376
N  -1.4259  0.3698  0.0174
C  -0.9832  1.5159  -0.5270
O  -1.6685  2.4068  -0.9773
C  0.5488  1.6471  -0.5249
H  0.8104  2.4386  0.1906
O  1.1600  0.4239  -0.1735
C  2.5162  0.3516  -0.1291
C  3.3800  1.4091  -0.3955
C  4.7490  1.2244  -0.3187
C  5.2671  -0.0162  0.0242
C  4.4074  -1.0798  0.2917
C  3.0470  -0.8950  0.2150
H  2.3690  -1.7081  0.4187
H  4.8270  -2.0369  0.5563
N  6.6460  -0.2320  0.1105
C  7.7003  0.5999  -0.0963
N  8.8018  -0.0701  0.1095
N  8.4307  -1.3020  0.4398
N  7.1738  -1.4200  0.4467
H  7.6406  1.6275  -0.3795
H  5.4011  2.0574  -0.5288
H  3.0025  2.3822  -0.6641
H  0.8539  1.9721  -1.5273
H  -0.7224  -0.3299  0.2151
C  -3.3918  2.0028  1.3983
H  -2.4885  1.8967  1.9982
H  -3.1985  2.7646  0.6435
H  -4.2046  2.3380  2.0371
H  -5.8004  0.8229  1.2700
H  -7.3740  -0.9803  1.0349
H  -7.3060  -1.2479  -0.7064
H  -6.8504  -2.5453  0.3937



Quick ranking, most stable first: w, x.